C2H9NS | the ωB97M-V functional and the def2-TZVPD basis

Geometry as XYZ:
```
13
Properties=species:S:1:pos:R:3:forces:R:3
C 1.34445 -0.28681 0.02984 -1.54 2.83 -0.91
N 0.19953 -0.35100 -0.94077 -0.68 1.41 0.31
C -0.37807 0.98083 -1.37220 0.81 -0.35 -0.19
H 2.18102 -0.71649 -0.41849 1.64 -0.33 -0.72
H 1.08530 -0.87369 0.84375 -0.38 -1.22 1.70
H 1.56160 0.76052 0.45140 -0.23 -1.29 -0.82
H -0.58065 -0.68761 -0.40007 -0.10 -0.70 0.07
H 0.29780 1.46000 -2.10752 -0.43 -0.29 0.24
H -1.39704 0.84613 -1.83592 1.15 0.01 0.53
H -0.43331 1.67378 -0.51270 -0.24 -0.10 -0.23
S -1.77981 -0.88610 2.30205 -0.75 -1.05 0.53
H -1.09291 0.11805 1.76178 0.79 -0.41 -0.22
H -1.00790 -2.03762 2.19885 -0.05 1.49 -0.29
```
Forces are in eV/Å.

**Orbital gap**: 0.3636 Ha
**E**: -14544.050 eV
**Energy above the lowest of the compared OMol25 structures with the same formula, charge and spin**: 1.244 eV
**Molar mass**: 79.17 g/mol
**Lowest unoccupied orbital energy**: 0.749 eV
**SMILES**: CNC.S
**Highest occupied orbital energy**: -9.1 eV

C28H31CoN3O2 | the ωB97M-V functional and the def2-TZVPD basis

Geometry as XYZ:
```
65
Properties=species:S:1:pos:R:3:forces:R:3
C 5.35910 -0.05392 -0.86743 0.05 0.04 0.00
C 5.89042 -0.92423 0.27069 0.02 0.00 -0.03
H 5.44170 -0.57199 -1.82825 -0.08 0.06 0.10
H 5.93234 0.87573 -0.94661 -0.09 -0.10 -0.02
H 4.30835 0.21415 -0.71669 0.13 -0.03 -0.02
H 5.23053 -1.77505 0.46142 0.06 0.09 0.01
H 6.88322 -1.31757 0.03225 -0.08 0.04 0.04
H 5.98129 -0.35220 1.19868 -0.08 -0.08 -0.06
C -1.01697 -1.52417 -2.39443 -0.72 -0.79 0.64
C -2.06990 -1.82353 -3.25963 0.18 -0.14 0.22
C -2.98350 -2.83164 -2.92763 0.34 0.26 0.06
C -2.82458 -3.51371 -1.72585 0.22 -0.10 0.39
H -0.27874 -0.75604 -2.61276 -0.18 -0.10 0.20
H -2.16449 -1.24800 -4.17520 -0.02 -0.19 0.07
H -3.80475 -3.07291 -3.60396 0.22 0.06 0.25
H -3.50518 -4.30518 -1.40670 0.12 0.31 -0.33
N -0.88600 -2.16840 -1.20403 -2.38 -1.28 -2.89
C -1.76558 -3.17686 -0.87608 0.15 1.55 -1.55
C -1.48759 -3.77220 0.41232 0.60 -0.58 1.78
N -0.43883 -3.18835 1.07573 -2.15 -1.94 1.45
C -0.11392 -3.66489 2.30600 -0.58 -0.38 -0.69
C -1.85154 -5.33969 2.21738 0.17 0.26 -0.15
C -0.77588 -4.75023 2.88962 0.05 0.27 -0.33
H 0.70706 -3.17313 2.81748 -0.22 -0.04 -0.17
H -0.43912 -5.10513 3.86374 -0.19 0.09 -0.28
C -2.21899 -4.83247 0.97205 0.36 0.28 -0.23
H -3.05706 -5.22989 0.40303 0.20 -0.09 0.31
H -2.39163 -6.17899 2.65848 0.14 0.28 -0.15
Co 0.35074 -1.68571 0.09527 2.31 1.58 1.40
C 1.85009 -1.71326 1.33884 1.07 -0.25 0.29
H 2.18639 -2.75339 1.49869 0.33 0.51 0.10
H 1.38940 -1.30478 2.25606 0.35 -0.07 -0.16
H 2.67115 -1.06463 1.00306 -0.03 -0.26 0.32
C -3.43321 1.84435 2.09588 -0.31 -0.08 0.31
C -3.02512 1.84864 0.64918 0.11 -0.06 0.17
C -3.68605 1.01284 -0.24570 0.03 -0.10 -0.10
C -3.30657 0.95039 -1.58413 0.04 0.26 -0.09
C -2.22295 1.70094 -2.01510 -0.14 -0.24 0.35
C -1.52607 2.49616 -1.09545 -0.27 -0.36 -0.22
N -0.39393 3.12921 -1.58374 0.04 0.59 -0.81
C 0.82856 3.29259 -0.94878 0.74 0.05 0.53
C 1.50361 4.50921 -1.14224 -0.02 -0.11 0.15
C 2.64908 4.80469 -0.42014 0.25 -0.54 -0.02
C 3.23195 3.81732 0.38556 -0.04 -0.19 0.06
C 2.61891 2.56968 0.50545 -0.08 0.26 0.07
C 1.39252 2.31567 -0.10542 -0.21 0.33 -0.14
C 0.68984 1.03373 0.28732 -0.41 -0.92 0.28
O 0.21613 0.93934 1.43533 0.60 -0.18 -1.46
O 0.68077 0.07566 -0.61007 -0.26 1.82 0.39
C -1.95504 2.64770 0.23394 0.07 -0.21 -0.52
C -1.26240 3.58141 1.18160 0.09 0.08 0.47
H -2.61350 1.49484 2.74626 -0.22 0.18 -0.27
H -3.74021 2.84586 2.43794 0.09 -0.34 -0.06
H -4.28619 1.16749 2.23197 0.17 0.17 0.06
H -4.49697 0.39268 0.12758 0.04 0.08 -0.11
H -3.83422 0.30930 -2.28517 0.01 0.07 0.13
H -1.83610 1.63903 -3.03739 -0.21 -0.04 0.31
H -0.42200 3.43582 -2.54993 -0.06 -0.13 0.37
H 1.07455 5.23014 -1.84142 0.04 -0.07 0.35
H 3.09258 5.79230 -0.48150 0.05 -0.11 -0.11
H 4.15198 4.00558 0.93876 -0.21 0.06 -0.21
H 3.05045 1.76053 1.10254 -0.05 0.45 -0.04
H -0.30378 3.16245 1.51601 -0.24 0.19 -0.12
H -1.08387 4.57645 0.75560 -0.04 -0.26 -0.07
H -1.86029 3.70022 2.08974 0.09 0.13 -0.22
```
Forces are in eV/Å.

**Orbital gap (spin up / spin down)**: 0.1895 / 0.2255 Ha
**E**: -75730.742 eV
**<S²>**: 3.77
**Energy above the lowest of the compared OMol25 structures with the same formula, charge and spin**: 0.000 eV
**Molar mass**: 500.51 g/mol
**Lowest unoccupied orbital energy (spin up / spin down)**: -0.998 / -0.988 eV
**Spin multiplicity**: 4
**Highest occupied orbital energy (spin up / spin down)**: -6.2 / -7.1 eV

C6H16O3 | the ωB97M-V functional and the def2-TZVPD basis

Geometry as XYZ:
```
25
Properties=species:S:1:pos:R:3:forces:R:3
C -1.95379 2.15758 1.26915 -1.19 1.23 -0.88
C -0.92761 1.24070 0.50110 -0.69 2.07 0.42
C 0.19869 1.83081 -0.02068 0.74 -4.07 -0.28
C 1.30357 0.98003 -0.43816 1.73 1.01 1.39
C 1.09902 0.04435 -1.42799 -0.50 -0.80 0.64
C 2.03221 -0.84164 -2.12362 1.16 -1.94 0.26
H -3.06765 2.21945 0.80946 2.70 -0.29 0.22
H -1.56836 3.29187 1.36058 -0.77 -2.84 -0.26
H -2.27826 1.80695 2.27165 0.90 0.06 -0.32
H -0.90724 0.13307 0.45532 -0.56 1.22 0.07
H 0.56959 2.77106 0.04681 -0.01 3.30 0.78
H 2.30855 1.20755 0.12974 -1.67 -0.37 -1.80
H 0.02015 -0.11265 -1.48567 0.21 -0.32 -0.94
H 2.04392 -1.01024 -3.18497 -1.52 0.37 -0.87
H 3.08798 -0.65952 -2.09452 0.64 0.85 1.23
H 1.92411 -1.93494 -1.77989 -0.27 1.63 -0.03
H -2.24860 -0.12344 2.11739 0.32 -2.19 -1.32
H -1.84332 -1.21138 0.88538 -0.74 0.55 1.07
O -2.14233 -1.07990 1.81073 0.02 0.83 0.54
H -0.61222 -2.53304 -2.81772 0.09 0.93 1.30
H -0.23185 -3.22501 -1.63737 0.66 -3.20 1.63
O -0.39476 -2.35621 -1.85634 -1.16 1.98 -2.88
H 1.30858 -0.39456 1.81156 -1.14 1.76 -3.39
H 0.78539 -1.37395 2.82386 -1.55 -0.99 0.31
O 1.49424 -0.82694 2.57422 2.60 -0.79 3.09
```
Forces are in eV/Å.

**Orbital gap (spin up / spin down)**: 0.3698 / 0.2509 Ha
**E**: -12612.011 eV
**<S²>**: 0.77
**Energy above the lowest of the compared OMol25 structures with the same formula, charge and spin**: 2.267 eV
**Molar mass**: 136.19 g/mol
**Lowest unoccupied orbital energy (spin up / spin down)**: -4.357 / -7.856 eV
**Total charge**: +1
**Spin multiplicity**: 2
**Highest occupied orbital energy (spin up / spin down)**: -14.4 / -14.7 eV

C4H5NO2 | the ωB97M-V functional and the def2-TZVPD basis

Geometry as XYZ:
```
12
Properties=species:S:1:pos:R:3:forces:R:3
C 0.77422 1.01045 -1.33325 -0.04 0.15 -0.19
C -0.26779 0.18214 -0.66458 0.00 -0.18 -0.32
C -0.65501 -1.04957 -1.08337 -0.26 0.47 0.13
O -1.32482 -1.55461 0.39786 0.57 0.05 -0.23
C -0.86430 -0.70874 1.19737 0.19 -0.07 -0.31
O -0.25842 -1.10392 2.31619 -0.34 -0.06 0.28
N -0.62074 0.50029 0.69155 0.28 -0.26 0.11
H 0.38436 1.89410 -1.84004 0.03 0.03 0.00
H 1.53223 1.33042 -0.60283 -0.16 -0.04 -0.16
H 1.28328 0.37148 -2.05983 -0.13 0.18 -0.03
H 0.14319 -1.93412 1.99628 -0.26 -0.14 0.77
H -0.12582 1.18943 1.23697 0.12 -0.14 -0.05
```
Forces are in eV/Å.

**Orbital gap**: 0.3210 Ha
**E**: -9810.189 eV
**Energy above the lowest of the compared OMol25 structures with the same formula, charge and spin**: 4.126 eV
**Molar mass**: 99.09 g/mol
**Lowest unoccupied orbital energy**: 0.108 eV
**Highest occupied orbital energy**: -8.6 eV